(1)
Density functional theory data (ωB97M-V with the def2-TZVPD basis set) for a structure of composition C12H8CoN3O6Se.

Geometry as ORCA input:
```
! RIJCOSX wB97M-V def2-TZVPD def2/J DEFGRID3
* xyz -1 2
Co -0.989 -0.590 0.010
O 0.954 -0.617 0.018
C 1.717 0.358 -0.006
C 1.346 1.741 -0.005
C 2.376 2.691 -0.019
C 2.076 4.022 -0.007
C 0.733 4.463 0.020
C -0.281 3.561 0.034
C -0.032 2.140 0.019
O -1.012 1.341 0.030
N 3.154 5.004 -0.020
O 4.302 4.599 -0.014
O 2.848 6.183 0.019
H 2.796 0.150 -0.021
H 3.411 2.375 -0.037
H 0.538 5.525 0.029
H -1.316 3.873 0.055
Se -5.839 -0.565 -0.183
C -4.040 -0.573 -0.103
N -2.881 -0.577 -0.059
O -1.196 -2.854 2.278
C -1.076 -3.277 1.144
C -1.021 -4.757 0.770
C -0.778 -4.746 -0.736
C -0.727 -3.262 -1.089
O -0.513 -2.823 -2.204
N -0.948 -2.510 0.024
H -1.961 -5.222 1.063
H -0.227 -5.232 1.346
H -1.576 -5.210 -1.316
H 0.160 -5.211 -1.039
*
```

Calculated total energy = -132303.92099 eV
<S²> = 0.8267
E_LUMO (alpha / beta) = 1.6 / 1.6 eV
Gap between HOMO and LUMO (alpha / beta) = 6.55 / 6.47 eV

Atomic partial charges in e from the natural (NBO) method, atoms 1 to 5: number 1, Co, carries 1.207; number 2, O, carries -0.620; number 3, C, carries 0.456; number 4, C, carries -0.339; number 5, C, carries -0.101

=====

(2)
Density functional theory data (ωB97M-V with the def2-TZVPD basis set) for a cluster of 3 separate species, C34H70N4O3S2 in total in a non-equilibrium geometry.

Geometry as ORCA input:
```
! RIJCOSX wB97M-V def2-TZVPD def2/J DEFGRID3
* xyz -1 2
C 5.503 -2.366 1.934
C 3.980 -1.708 1.789
C 2.778 -2.755 2.171
C 2.458 -3.894 1.038
N 2.710 -3.471 -0.392
C 1.693 -2.403 -0.848
C 1.910 -1.895 -2.383
C 0.711 -0.980 -3.017
C -0.716 -1.021 -2.231
C -0.912 0.051 -1.011
C 0.313 1.113 -0.792
O 1.296 1.039 0.108
O 0.381 2.286 -1.726
C -2.259 0.920 -1.346
C -2.978 1.646 -0.068
C -2.333 3.146 0.298
C -4.524 2.014 -0.600
N -3.188 0.775 1.146
O -3.733 1.431 2.184
C -1.962 -0.006 1.553
C -0.903 0.869 2.508
C -2.530 -1.195 2.588
C -1.214 -0.820 0.343
C 2.546 -4.750 -1.208
S 3.911 -5.810 -1.359
S 0.994 -5.289 -2.109
C -0.145 -6.302 -1.020
C -1.029 -5.440 0.058
C -2.595 -5.152 -0.442
H 5.578 -2.943 2.963
H 5.674 -3.041 0.993
H 6.264 -1.463 1.903
H 3.839 -1.177 0.742
H 3.956 -0.823 2.589
H 1.792 -2.093 2.294
H 2.920 -3.280 3.226
H 1.384 -4.307 1.253
H 3.203 -4.801 1.259
H 0.642 -2.852 -0.599
H 1.869 -1.489 -0.140
H 2.152 -2.781 -3.145
H 2.893 -1.220 -2.390
H 0.499 -1.438 -4.101
H 1.120 0.117 -3.252
H -0.970 -2.130 -1.870
H -1.554 -0.786 -3.050
H -2.115 1.714 -2.226
H -3.057 0.145 -1.778
H -1.172 3.129 0.427
H -2.543 3.798 -0.680
H -2.917 3.689 1.164
H -5.317 1.277 -0.121
H -4.612 1.961 -1.768
H -4.795 3.108 -0.243
H -0.101 0.083 2.901
H -1.456 1.265 3.489
H -0.408 1.765 1.943
H -1.795 -2.134 2.531
H -3.599 -1.592 2.256
H -2.496 -0.837 3.707
H -1.965 -1.689 0.018
H -0.287 -1.360 0.811
H 0.505 -7.102 -0.435
H -0.880 -6.886 -1.750
H -1.070 -6.081 1.058
H -0.593 -4.390 0.338
H -3.262 -5.065 0.531
H -2.976 -5.946 -1.213
H -2.563 -4.049 -0.896
C 10.913 0.493 -1.969
C 10.131 -0.817 -1.998
N 9.341 -1.056 -0.787
C 8.851 -2.432 -0.673
C 7.868 -2.921 -1.733
C 8.376 -0.017 -0.426
C 7.321 0.364 -1.460
H 11.532 0.564 -1.068
H 11.578 0.548 -2.837
H 10.252 1.364 -2.008
H 10.869 -1.623 -2.103
H 9.509 -0.843 -2.900
H 8.403 -2.579 0.318
H 9.720 -3.103 -0.686
H 6.878 -2.481 -1.597
H 7.748 -4.006 -1.646
H 8.212 -2.711 -2.749
H 8.933 0.891 -0.165
H 7.869 -0.297 0.507
H 7.747 0.527 -2.453
H 6.834 1.298 -1.159
H 6.537 -0.392 -1.536
C -11.006 5.795 1.031
C -9.753 5.237 1.701
N -8.714 4.830 0.752
C -7.659 4.013 1.359
C -6.796 4.662 2.436
C -8.250 5.855 -0.183
C -7.699 7.153 0.401
H -11.399 5.098 0.284
H -11.787 5.957 1.781
H -10.815 6.757 0.546
H -10.068 4.359 2.278
H -9.378 5.969 2.425
H -7.003 3.621 0.571
H -8.129 3.122 1.796
H -6.094 5.381 2.011
H -6.199 3.894 2.938
H -7.393 5.163 3.203
H -9.082 6.113 -0.848
H -7.495 5.424 -0.855
H -8.343 7.569 1.179
H -7.620 7.906 -0.392
H -6.696 7.019 0.811
*
```

Calculated total energy = -70153.38711 eV
<S²> = 1.7628
E_LUMO (alpha / beta) = 2.2 / -0.5 eV
Gap between HOMO and LUMO (alpha / beta) = 6.72 / 4.05 eV

Atomic partial charges in e from the Mulliken method, atoms 1 to 5: number 1, C, carries -0.643; number 2, C, carries -0.395; number 3, C, carries -0.253; number 4, C, carries -0.288; number 5, N, carries 0.206

=====

(3)
Density functional theory data (ωB97M-V with the def2-TZVPD basis set) for a structure of composition C5H10O.

Geometry as ORCA input:
```
! RIJCOSX wB97M-V def2-TZVPD def2/J DEFGRID3
* xyz 0 1
C 1.004 1.694 1.303
C 0.594 0.387 0.596
O 0.621 -0.680 1.407
C -0.856 0.467 0.173
C -1.380 0.198 -1.130
C -1.256 -1.289 -0.564
H 0.380 1.854 2.189
H 0.985 2.586 0.664
H 2.027 1.529 1.653
H 1.198 0.322 -0.346
H -0.559 -1.385 0.352
H -1.560 0.548 1.001
H -2.407 0.476 -1.361
H -0.683 0.352 -1.954
H -0.729 -1.865 -1.326
H -2.238 -1.685 -0.312
*
```

Calculated total energy = -7390.58089 eV
Energy relative to the best compared isomer or geometry (same formula, charge and spin) = 4.1844 eV
E_LUMO = 0.0 eV
Gap between HOMO and LUMO = 7.89 eV

Atomic partial charges in e from the natural (NBO) method, atoms 1 to 5: number 1, C, carries -0.619; number 2, C, carries 0.045; number 3, O, carries -0.830; number 4, C, carries 0.195; number 5, C, carries -0.452

=====

(4)
Density functional theory data (ωB97M-V with the def2-TZVPD basis set) for a structure of composition C28H39GeN6OSeTi in a non-equilibrium geometry.

Geometry as ORCA input:
```
! RIJCOSX wB97M-V def2-TZVPD def2/J DEFGRID3
* xyz 1 3
Ti 10.674 14.092 8.534
C 13.373 11.339 4.422
C 12.092 11.796 4.434
C 11.689 12.742 5.378
C 12.616 13.177 6.343
C 13.923 12.668 6.351
C 14.305 11.708 5.440
N 12.320 14.061 7.378
C 13.316 15.012 7.794
C 14.267 15.684 7.015
C 15.080 16.666 7.505
C 15.083 16.999 8.852
C 14.114 16.417 9.656
C 13.190 15.526 9.057
N 12.003 15.048 9.729
N 11.885 15.400 10.945
C 10.654 15.068 11.468
C 10.209 15.532 12.750
C 9.000 15.086 13.167
C 8.210 14.201 12.338
C 8.652 13.918 11.099
N 9.850 14.353 10.657
H 13.635 10.617 3.695
H 11.357 11.325 3.773
H 10.594 13.052 5.475
H 14.617 13.003 7.051
H 15.302 11.277 5.449
H 14.341 15.367 5.944
H 15.828 17.081 6.840
H 15.695 17.795 9.273
H 14.174 16.749 10.739
H 10.902 16.080 13.452
H 8.499 15.436 14.120
H 7.282 13.876 12.733
H 8.014 13.400 10.370
C 7.760 16.480 9.187
N 8.217 17.152 7.958
C 7.795 18.485 7.677
C 8.263 18.946 6.312
C 9.764 18.735 6.195
N 10.025 17.281 6.512
C 11.019 16.697 5.649
C 9.256 16.591 7.318
O 9.607 15.376 7.591
H 8.565 16.055 9.736
H 7.203 15.605 8.890
H 7.161 17.112 9.793
H 8.103 19.197 8.490
H 6.704 18.511 7.765
H 8.000 20.010 6.180
H 7.746 18.318 5.598
H 10.327 19.351 6.842
H 10.135 18.969 5.215
H 10.660 16.905 4.652
H 11.178 15.615 5.772
H 11.971 17.137 5.686
C 14.120 8.228 9.540
Ge 12.418 8.768 8.790
C 12.601 8.275 6.933
C 10.835 7.971 9.566
C 12.320 10.740 8.880
Se 10.495 11.415 9.044
C 9.565 10.652 7.500
H 14.382 7.232 9.374
H 14.172 8.292 10.642
H 14.855 8.867 9.038
H 13.673 8.227 6.607
H 12.023 8.888 6.288
H 12.210 7.271 6.656
H 11.026 6.936 9.846
H 9.895 7.828 9.101
H 10.606 8.433 10.550
H 12.696 11.190 8.024
H 12.770 11.226 9.721
H 9.492 9.569 7.622
H 9.970 10.992 6.553
H 8.504 11.086 7.551
*
```

Calculated total energy = -185629.74174 eV
<S²> = 2.0166
Energy relative to the best compared isomer or geometry (same formula, charge and spin) = 0.6163 eV
E_LUMO (alpha / beta) = -2.4 / -3.5 eV
Gap between HOMO and LUMO (alpha / beta) = 6.95 / 6.26 eV

Atomic partial charges in e from the Mulliken method, atoms 1 to 5: number 1, Ti, carries 0.426; number 2, C, carries -0.806; number 3, C, carries -0.619; number 4, C, carries -0.240; number 5, C, carries -0.521